111
Properties=species:S:1:pos:R:3:mulliken_charge:R:1 method="wB97M-V/def2-TZVPD" homo_energy_ev=-10.983 total_energy_ev=-76966.404 charge=0 de_lowest_kcal_mol=0.0 e_lumo_ev=-0.01 homo_lumo_gap_ha=0.403
O -3.245 -3.160 1.892 -0.6013
H -3.548 -2.629 1.159 0.3340
H -2.957 -3.939 1.452 0.2709
O 4.301 4.011 -0.209 -0.6381
H 3.480 4.027 -0.744 0.3706
H 4.952 4.660 -0.469 0.2404
O -1.221 4.846 4.657 -0.6713
H -0.903 5.215 3.799 0.4529
H -1.285 5.413 5.414 0.2486
O 1.887 -1.066 -2.228 -0.6434
H 2.774 -0.728 -2.445 0.2973
H 2.097 -1.797 -1.609 0.2615
O -1.762 4.409 -2.697 -0.6476
H -1.044 5.012 -2.939 0.2942
H -1.663 3.592 -3.167 0.3009
O -4.057 -0.919 0.213 -0.7355
H -3.607 -0.825 -0.621 0.3410
H -3.458 -0.487 0.893 0.3453
O -0.510 2.327 3.614 -0.5759
H -0.930 3.077 4.027 0.3712
H -1.217 1.855 3.151 0.2315
O -0.091 -0.669 3.562 -0.4521
H -1.002 -0.891 3.558 0.1866
H -0.063 0.220 3.949 0.1927
O -2.877 0.516 2.334 -0.6740
H -2.986 1.441 1.936 0.3955
H -3.399 0.486 3.126 0.2603
O -4.659 -1.609 -4.422 -0.6940
H -5.266 -0.898 -4.067 0.3558
H -4.234 -2.046 -3.668 0.3319
O -0.396 0.830 -0.844 0.4107
H -0.127 1.384 -0.109 -0.1729
H -0.276 -0.078 -0.536 -0.0699
O 0.174 -2.352 0.967 0.7325
H -0.254 -1.692 1.513 -0.1681
H 1.067 -2.104 0.852 0.0289
O -0.051 -2.597 -4.339 -0.5728
H 0.746 -2.231 -4.022 0.2859
H -0.648 -1.864 -4.323 0.3649
O -3.128 2.016 -1.283 -0.6221
H -2.199 1.905 -1.487 0.1884
H -3.654 2.651 -1.798 0.2794
O -0.391 -4.029 -1.059 -0.5149
H -0.392 -3.495 -0.229 0.0991
H -0.671 -3.612 -1.853 0.2709
O 4.909 -0.819 -1.121 -0.6026
H 4.804 -0.004 -0.574 0.4010
H 5.856 -0.954 -1.294 0.2518
O -1.544 -3.164 4.171 -0.5292
H -1.573 -3.310 5.125 0.2425
H -2.388 -3.387 3.703 0.2988
O 2.056 -2.405 4.015 -0.7313
H 1.913 -3.356 3.894 0.3248
H 1.134 -2.046 4.081 0.3680
O 4.583 1.464 0.611 -0.6588
H 4.796 1.601 1.542 0.2633
H 4.511 2.371 0.262 0.3461
O 2.770 -2.449 -0.056 -0.6692
H 3.678 -2.286 -0.371 0.2231
H 2.656 -3.357 0.200 0.2822
O 1.202 1.554 -3.238 -0.7942
H 1.634 1.330 -4.079 0.2764
H 1.261 0.772 -2.675 0.3932
O -2.999 2.927 1.320 -0.7272
H -2.170 3.396 1.090 0.3597
H -3.153 2.607 0.382 0.4860
O -1.396 -4.967 -4.488 -0.6812
H -1.700 -4.997 -5.412 0.3000
H -0.675 -4.275 -4.491 0.4071
O 1.641 3.463 -1.220 -0.7404
H 1.649 2.761 -0.549 0.3029
H 1.390 2.944 -2.018 0.4933
O -0.182 5.797 2.406 -0.7377
H 0.631 5.309 2.321 0.3686
H -0.505 5.800 1.471 0.3383
O -2.109 -0.667 -4.316 -0.7564
H -2.908 -1.081 -4.735 0.3579
H -2.472 -0.454 -3.421 0.2440
O 1.809 3.824 3.000 -0.7405
H 2.546 3.443 3.559 0.2626
H 1.028 3.508 3.465 0.2966
O -1.119 1.958 -4.372 -0.7276
H -1.569 1.056 -4.481 0.4366
H -0.329 1.745 -3.847 0.4451
O 1.354 -6.208 -1.352 -0.6845
H 0.637 -5.549 -1.276 0.4153
H 1.067 -6.874 -2.048 0.3056
O 1.488 1.835 1.074 0.0887
H 2.141 1.216 1.396 -0.1920
H 1.571 2.603 1.653 0.3457
O 3.095 -0.366 2.556 -0.6598
H 2.692 -1.049 3.172 0.3041
H 3.719 -0.855 2.036 0.2157
O -3.027 -3.315 -2.835 -0.5667
H -2.454 -3.669 -3.478 0.2996
H -3.140 -4.092 -2.268 0.2541
O 3.003 -5.120 0.684 -0.6920
H 2.778 -5.358 -0.247 0.3444
H 2.246 -5.351 1.250 0.3362
O 1.059 -4.837 2.911 -0.7426
H 0.573 -5.690 3.075 0.2905
H 0.412 -4.189 2.593 0.3099
O 4.306 1.592 3.942 -0.6001
H 4.091 0.704 3.630 0.4291
H 4.452 1.498 4.888 0.2773
O -4.403 3.219 -3.493 -0.6860
H -3.926 2.586 -4.010 0.3180
H -4.006 4.062 -3.780 0.3077
O -1.035 4.506 0.090 -0.5837
H -1.471 4.678 -0.732 0.2796
H -0.189 4.190 -0.192 0.3221

***

17
Properties=species:S:1:pos:R:3:mulliken_charge:R:1 method="wB97M-V/def2-TZVPD" homo_energy_ev="-7.796 / -7.795" total_energy_ev=-41198.804 charge=0 de_lowest_kcal_mol=40.5 e_lumo_ev="-1.18 / -1.18" homo_lumo_gap_ha="0.243 / 0.243"
N 0.976 -2.386 0.724 -0.8144
N -0.716 1.732 -1.213 -0.1658
O -0.745 -0.059 -2.783 -0.4352
O -1.612 -2.264 0.175 -0.4512
O -0.366 -0.275 1.336 -0.5062
O 0.919 2.096 0.598 -0.5813
O 1.692 2.312 -1.643 -0.4736
P -1.709 0.536 -1.626 0.3102
P -0.165 -1.410 0.138 0.4145
P 0.924 1.234 -0.762 0.4531
H 1.672 -2.577 0.042 0.1897
H -1.019 2.605 -0.774 0.3180
H -0.784 -1.017 -2.902 0.3644
H -1.401 -2.912 0.769 0.3137
H -0.391 -0.712 2.233 0.3030
H 0.151 1.740 1.191 0.3956
H 2.251 1.854 -2.336 0.3657